Record 1
Molecular formula: C6H15NS
Method: DFT, ωB97M-V/def2-TZVPD

As for the SMILES: CCCCNCCS. As for the total energy: -18789.9218 eV. As for the charge: 0. The HOMO energy comes out at -8.70 eV. As for the HOMO-LUMO gap: 9.62 eV. The energy above the lowest of the compared OMol25 structures with the same formula, charge and spin is 15.4 kcal/mol.

Cartesian coordinates (Å):
C  0.706  -0.036  0.208
N  -0.368  0.695  0.859
C  -0.944  -0.010  2.003
C  -2.360  0.473  2.312
S  -3.430  -0.858  2.934
C  1.382  0.853  -0.845
C  1.882  -0.896  -2.617
C  1.080  0.357  -2.286
H  1.431  -0.175  1.018
H  0.422  -1.015  -0.195
H  -1.036  1.031  0.177
H  -0.919  -1.079  1.810
H  -0.297  0.201  2.851
H  -2.339  1.230  3.089
H  -2.856  0.930  1.457
H  -3.417  -1.696  1.890
H  2.469  0.841  -0.721
H  1.027  1.876  -0.802
H  1.502  -1.610  -3.354
H  2.946  -0.831  -2.823
H  1.835  -1.500  -1.700
H  1.267  1.130  -3.016
H  0.017  0.090  -2.248

Here are the natural (NBO) charges for atoms 1 to 8, given in e: atom 1 (C): -0.223, atom 2 (N): -0.630, atom 3 (C): -0.225, atom 4 (C): -0.517, atom 5 (S): -0.042, atom 6 (C): -0.401, atom 7 (C): -0.621, atom 8 (C): -0.392

=====

Record 2
Molecular formula: C10H26NSi
Method: DFT, ωB97M-V/def2-TZVPD

As for the total energy: -20146.0818 eV. As for the charge: +1. The HOMO energy (spin up / spin down) comes out at -9.65 / -14.36 eV. As for the HOMO-LUMO gap (spin up / spin down): 6.91 / 9.39 eV. The energy above the lowest of the compared OMol25 structures with the same formula, charge and spin is 0.0 kcal/mol. The spin multiplicity is 3. Its expectation value of S² is 2.0080.

Cartesian coordinates (Å):
C  0.891  -0.784  -2.020
C  -1.574  -1.239  -1.623
C  0.127  -2.741  -0.513
C  -0.829  2.220  -1.269
C  -0.108  2.674  1.257
C  1.591  1.927  -0.478
C  0.954  -1.377  2.379
C  -0.187  -1.255  -0.979
C  0.114  1.906  -0.066
C  -0.187  -0.449  0.350
N  1.070  -0.578  1.147
Si  -1.803  -0.337  1.461
H  1.129  -1.552  -2.672
H  0.550  -0.009  -2.714
H  1.835  -0.500  -1.548
H  -1.891  -0.322  -2.061
H  -1.600  -1.859  -2.547
H  -2.519  -1.561  -1.052
H  1.181  -2.822  -0.292
H  -0.137  -3.399  -1.385
H  -0.620  -3.154  0.251
H  -0.647  1.580  -2.174
H  -1.874  2.037  -0.785
H  -0.642  3.337  -1.591
H  -0.721  3.525  0.929
H  -0.597  2.108  2.055
H  0.751  3.013  1.741
H  2.251  1.511  0.336
H  1.585  1.553  -1.445
H  1.776  3.061  -0.575
H  0.554  -0.757  3.099
H  0.656  -2.347  2.201
H  1.998  -1.716  2.715
H  1.560  0.415  1.351
H  1.645  -1.100  0.502
H  -1.229  0.002  2.765
H  -2.628  0.735  0.951
H  -2.277  -1.629  1.589

Here are the natural (NBO) charges for atoms 1 to 8, given in e: atom 1 (C): -0.616, atom 2 (C): -0.644, atom 3 (C): -0.630, atom 4 (C): -0.716, atom 5 (C): -0.722, atom 6 (C): -0.702, atom 7 (C): -0.429, atom 8 (C): -0.209

=====

Record 3
Molecular formula: C14H21ClORe
Method: DFT, ωB97M-V/def2-TZVPD

As for the total energy: -31539.2184 eV. As for the charge: +2. The HOMO energy (spin up / spin down) comes out at -12.23 / -15.52 eV. As for the HOMO-LUMO gap (spin up / spin down): 4.17 / 7.48 eV. The energy above the lowest of the compared OMol25 structures with the same formula, charge and spin is 0.0 kcal/mol. The spin multiplicity is 4. Its expectation value of S² is 3.7654.

Cartesian coordinates (Å):
C  -4.435  -4.113  -1.363
C  -5.154  -3.827  -0.124
C  -4.858  -3.474  -2.608
C  -3.478  -5.218  -1.405
Cl  -2.305  -2.177  -0.811
H  -5.677  -4.098  -3.004
H  -4.095  -3.441  -3.395
H  -5.277  -2.467  -2.492
H  -6.026  -4.503  -0.117
H  -5.563  -2.813  -0.042
H  -4.597  -4.047  0.794
H  -4.070  -6.124  -1.611
H  -2.954  -5.409  -0.461
H  -2.731  -5.158  -2.205
C  -0.676  1.571  0.346
C  -1.175  1.516  -0.983
C  -2.371  0.732  -0.985
H  -0.812  2.077  -1.839
C  -2.643  0.341  0.406
C  -1.575  0.874  1.210
H  -1.540  0.819  2.300
H  0.180  2.146  0.696
H  -3.028  0.546  -1.816
H  -3.527  -0.164  0.792
C  1.429  -1.534  -0.293
C  1.504  -0.188  -0.762
C  0.798  -0.085  -1.995
H  2.077  0.567  -0.251
C  0.165  -1.342  -2.252
C  0.599  -2.269  -1.201
H  0.393  -3.341  -1.130
H  1.964  -1.939  0.575
H  0.827  0.740  -2.686
H  -0.470  -1.584  -3.098
Re  -0.833  -0.602  -0.461
O  -0.632  -1.703  1.518
H  0.088  -2.336  1.746
H  -1.125  -1.449  2.325

Here are the natural (NBO) charges for atoms 1 to 8, given in e: atom 1 (C): 0.647, atom 2 (C): -0.773, atom 3 (C): -0.773, atom 4 (C): -0.773, atom 5 (Cl): -0.303, atom 6 (H): 0.330, atom 7 (H): 0.276, atom 8 (H): 0.273